Record 1
C26H22AsN3OPtS2 as an isolated structure. Source: the Open Molecules 2025 dataset; level of theory: ωB97M-V with the def2-TZVPD basis set.

Each line ends with the Löwdin charge.
Cartesian coordinates (Å):
Pt -0.47618 0.09529 -1.12036  0.677
S -0.53023 -1.79299 -2.58557  0.798
C -1.89178 -1.40323 -3.48929  -0.687
C -2.26703 -2.32013 -4.51720  -0.239
N -2.55758 -3.05643 -5.35064  0.257
C -2.67920 -0.25065 -3.29023  -0.665
S -2.37916 0.96177 -2.13280  0.711
C -3.83005 -0.04994 -4.10173  -0.235
N -4.75887 0.11434 -4.76122  0.266
C -0.06920 4.04508 2.99458  -0.028
C -1.20019 3.65216 2.28674  -0.047
C -1.29368 2.36054 1.79988  -0.111
C -0.25034 1.46508 2.04554  -0.380
C 0.89267 1.85486 2.74378  -0.078
C 0.97118 3.15150 3.22340  -0.040
As -0.38443 -0.31238 1.38469  1.324
C 0.94855 -1.52939 1.94779  -0.311
C 2.32801 -1.43201 1.83021  -0.078
C 3.10322 -2.47215 2.32043  -0.045
C 2.49231 -3.58001 2.89576  -0.020
C 1.10885 -3.67610 2.99266  0.015
C 0.31368 -2.64661 2.51188  -0.183
C -1.16498 -2.59894 2.55488  -0.185
C -1.99206 -3.57454 3.08964  0.015
C -3.37085 -3.39022 3.08161  -0.019
C -3.94364 -2.24248 2.54971  -0.043
C -3.13682 -1.25233 2.00783  -0.066
C -1.76352 -1.44259 2.02967  -0.301
H -0.00139 5.05470 3.37687  0.124
H -2.00941 4.35055 2.12319  0.122
H -2.18111 2.05354 1.25713  0.096
H 1.69330 1.15357 2.94092  0.104
H 1.84010 3.46357 3.78643  0.123
H 2.79046 -0.57081 1.36390  0.110
H 4.18122 -2.42427 2.25392  0.120
H 3.10423 -4.38702 3.27585  0.125
H 0.66609 -4.55144 3.44759  0.123
H -1.57745 -4.47539 3.52074  0.123
H -4.00762 -4.15748 3.50103  0.126
H -5.01779 -2.12055 2.55660  0.122
H -3.57909 -0.35803 1.58775  0.109
C 0.51192 2.89759 -3.03236  -0.017
N 1.72503 2.14037 -3.33726  -0.102
C 2.50436 2.56216 -4.51470  0.012
C 2.14278 1.15529 -2.57746  -0.441
C 3.45921 0.50016 -2.84067  0.041
O 1.46924 0.72710 -1.57455  -0.222
H 0.69504 3.94067 -3.27805  0.110
H 0.28674 2.82111 -1.97167  0.072
H -0.32936 2.53552 -3.62371  0.084
H 1.90352 3.26458 -5.08312  0.104
H 2.72952 1.70681 -5.14691  0.104
H 3.42683 3.05233 -4.20747  0.112
H 4.25584 1.23604 -2.94374  0.105
H 3.41485 -0.06591 -3.77395  0.112
H 3.68423 -0.18229 -2.02795  0.097

Computed properties:
orbital gap (alpha / beta)	7.66 / 4.38	eV
LUMO energy (alpha / beta)	-6.612 / -9.910	eV
HOMO (alpha / beta)	-14.3 / -14.3	eV
charge	+2
maximum force	0.0066	Eh/bohr
2S+1	5

***

Record 2
C30H45ClGeN2O7RbS2 as an isolated structure in a non-equilibrium geometry. Source: the Open Molecules 2025 dataset; level of theory: ωB97M-V with the def2-TZVPD basis set.

Each line ends with the Löwdin charge.
Cartesian coordinates (Å):
Rb -0.56572 0.52748 1.59249  1.068
C -2.63197 3.72021 3.38142  -0.030
C -2.42885 2.53618 4.33568  -0.732
C -2.44678 3.03791 5.78289  -0.053
C -3.54907 1.51035 4.13610  -0.036
O -1.17800 1.97685 4.02149  -0.420
Ge -0.21721 0.57205 4.82652  0.916
O 1.23489 0.66756 3.61457  -0.470
C 2.37532 1.48984 3.62540  -0.732
C 3.39508 0.82560 2.69262  -0.035
C 2.03802 2.89346 3.11055  -0.030
C 2.96355 1.59262 5.03694  -0.059
O -1.08168 -0.84998 3.88953  -0.461
C -0.81843 -2.22318 4.06014  -0.738
C -0.97533 -2.62929 5.53029  -0.057
C 0.59083 -2.58260 3.57511  -0.038
C -1.85287 -2.97824 3.21675  -0.035
H -3.64007 4.13025 3.47755  0.083
H -1.90460 4.50160 3.60701  0.083
H -2.47308 3.39241 2.35257  0.075
H -3.39564 3.52795 6.01222  0.081
H -2.30865 2.20175 6.47089  0.067
H -1.63395 3.74929 5.93686  0.083
H -4.51730 1.93668 4.40632  0.083
H -3.57957 1.18273 3.09436  0.082
H -3.35867 0.63810 4.76406  0.077
H 2.95092 0.69894 1.70156  0.063
H 4.29747 1.43503 2.60362  0.084
H 3.65974 -0.15962 3.08092  0.084
H 1.70790 2.84631 2.06929  0.080
H 1.22840 3.31203 3.71010  0.080
H 2.90917 3.54892 3.17547  0.084
H 3.15171 0.59288 5.43199  0.083
H 3.89776 2.15856 5.03536  0.081
H 2.25463 2.09361 5.69831  0.067
H -0.23228 -2.11157 6.13816  0.058
H -1.96695 -2.34415 5.88459  0.085
H -0.84679 -3.70669 5.65887  0.081
H 1.32758 -2.00765 4.13751  0.077
H 0.78636 -3.64872 3.71316  0.086
H 0.70284 -2.33879 2.51445  0.057
H -2.85866 -2.72724 3.55476  0.086
H -1.75621 -2.69253 2.16546  0.056
H -1.70144 -4.05732 3.30351  0.084
O -1.07884 1.27905 -2.47438  -0.328
Cl -0.83465 1.03103 -1.08356  0.545
O -1.09944 2.19205 -0.30605  -0.416
O 0.53886 0.63292 -0.91107  -0.447
O -1.67982 -0.04263 -0.63136  -0.488
S 2.46165 -1.81139 -0.50345  0.890
C 1.66641 -1.74954 -1.95838  -0.727
N 2.20393 -1.33491 -3.09279  -0.054
C 1.41687 -1.51913 -4.31586  -0.070
C -0.01741 -1.12233 -4.05175  -0.073
N -0.53194 -1.95122 -2.95345  -0.028
C -1.95230 -2.36206 -2.84095  -0.105
C -2.78661 -2.04466 -4.05148  -0.231
C -2.96361 -2.99741 -5.04885  -0.043
C -3.68402 -2.68987 -6.19363  -0.077
C -4.23419 -1.42588 -6.34695  -0.079
C -4.06723 -0.47416 -5.34980  -0.061
C -3.34616 -0.77929 -4.20567  -0.024
C 0.27903 -2.22429 -1.95246  -0.724
S -0.15330 -3.09949 -0.60317  0.896
C 3.53710 -0.71368 -3.10170  -0.099
C 3.66939 0.38094 -4.12767  -0.234
C 4.56441 0.27083 -5.18287  -0.042
C 4.64551 1.27326 -6.14010  -0.075
C 3.82527 2.38725 -6.05136  -0.076
C 2.92707 2.50172 -4.99758  -0.061
C 2.85519 1.50869 -4.03557  -0.027
H 1.45461 -2.57194 -4.61490  0.146
H 1.82980 -0.91515 -5.11431  0.132
H -0.61415 -1.28751 -4.94153  0.137
H -0.09084 -0.06851 -3.77460  0.113
H -2.35970 -1.87309 -1.95251  0.114
H -1.95728 -3.43958 -2.65377  0.117
H -2.53469 -3.98663 -4.93108  0.116
H -3.81150 -3.43460 -6.96865  0.105
H -4.79783 -1.18330 -7.23830  0.105
H -4.49377 0.51370 -5.46534  0.110
H -3.19265 -0.02801 -3.44053  0.114
H 4.29898 -1.48304 -3.25804  0.139
H 3.69525 -0.30080 -2.10260  0.101
H 5.19783 -0.60496 -5.26658  0.114
H 5.34464 1.17872 -6.96060  0.106
H 3.88472 3.16674 -6.79930  0.106
H 2.27839 3.36476 -4.92271  0.111
H 2.15466 1.59780 -3.21012  0.120

Computed properties:
orbital gap (alpha / beta)	4.10 / 2.73	eV
LUMO energy (alpha / beta)	-2.064 / -3.432	eV
HOMO (alpha / beta)	-6.2 / -6.2	eV
charge	0
maximum force	0.0574	Eh/bohr
2S+1	2

***

no.,DFT total energy (hartree)
1,-4394.264181
2,-5163.685415